19
Properties=species:S:1:pos:R:3:forces:R:3:nbo_charge:R:1 method="wB97M-V/def2-TZVPD" charge=0 homo_ha=-0.35018 smiles="CCC/C=C/CO" relative_energy_kcal_mol=43.4 e_tot_ha=-310.990156
C 2.49917 -0.00322 0.61917 1.641 -1.680 -0.094 -0.634
C 1.63957 -0.80946 -0.38892 0.971 1.776 -0.099 -0.392
C 0.67807 0.07227 -1.21191 -1.024 0.187 0.980 -0.440
C -2.57683 0.35365 0.91402 1.073 -0.301 0.212 -0.099
O -3.56879 -0.12827 0.00270 0.368 0.718 0.014 -0.703
C -1.22465 -0.11614 0.38467 -1.756 0.439 -0.448 -0.216
C -0.50832 0.65934 -0.43208 0.968 -1.630 0.641 -0.183
H 2.03621 0.85461 1.09014 -0.080 -0.017 0.058 0.214
H 3.53391 0.19410 0.28859 -0.673 0.931 -0.815 0.211
H 2.87440 -0.74133 1.34216 -0.882 0.249 0.733 0.209
H 2.27133 -1.20956 -1.17915 0.394 -0.474 0.337 0.204
H 1.22622 -1.62760 0.19644 -0.733 0.010 -0.552 0.208
H 0.36726 -0.58767 -2.01760 -0.523 0.320 -0.334 0.214
H 1.12445 0.96948 -1.63290 0.876 -0.385 -0.270 0.208
H -2.51417 1.43633 1.01688 -0.493 0.292 -0.219 0.156
H -2.81525 -0.04058 1.90043 -0.049 -0.181 -0.068 0.182
H -3.23798 0.18944 -0.85287 -0.405 -0.289 0.104 0.465
H -1.17364 -1.20230 0.39447 0.620 0.044 -0.040 0.198
H -0.63095 1.73691 -0.43425 -0.293 -0.008 -0.137 0.198